No. 1
Here is C4H10N4 in the gas phase in a non-equilibrium geometry from the OMol25 dataset. Energies are from the ωB97M-V functional and the def2-TZVPD basis.

## Properties
Relative energy (zero: lowest compared OMol25 entry of this formula, charge and spin): 2.640 eV
Orbital gap: 8.0354 eV
HOMO: -7.014 eV
Net charge: 0

Element x y z (Å)
C -1.3715 1.4403 -1.1275
C -0.7642 0.6155 -0.2740
C -0.7229 -0.8039 -0.3419
C 0.3608 -1.6021 -0.0144
N 1.4948 -1.0939 0.5324
N 0.1924 -2.9831 0.0438
N 0.2920 1.2175 0.7355
N 0.5845 2.6031 0.7019
H -1.4926 2.4978 -0.9560
H -1.8557 1.0500 -2.0064
H -1.6370 -1.2848 -0.6591
H 1.3297 0.0689 0.7569
H 2.0385 -1.7434 1.0865
H -0.5826 -3.3399 -0.4929
H 1.0447 -3.5122 -0.0639
H 0.0155 0.9720 1.6818
H -0.2305 3.1408 0.3969
H 1.3040 2.7574 0.0002

No. 2
Here is 3 unconnected molecules or ions with the total composition C4H9NO from the OMol25 dataset. Energies are from the ωB97M-V functional and the def2-TZVPD basis.

## Properties
Relative energy (zero: lowest compared OMol25 entry of this formula, charge and spin): 4.484 eV
Orbital gap (alpha / beta): 8.0320 / 8.0299 eV
HOMO (alpha / beta): -7.839 / -7.838 eV
Net charge: 0

Element x y z (Å)
C 0.1158 2.1417 -0.5257
C -0.4428 0.7484 -0.5151
C 0.3977 -0.3453 -0.7982
O 1.6103 -0.4219 -0.9227
N -0.3238 -1.5397 -0.3492
C 0.1557 -2.0532 0.7690
H 0.0158 2.6167 -1.5113
H -0.3922 2.7809 0.2037
H 1.1818 2.1090 -0.2834
H -0.2190 0.1689 1.1498
H -1.5159 0.6261 -0.6555
H -1.3325 -1.5285 -0.4500
H -0.4449 -2.7507 1.3411
H 1.2333 -2.0471 0.8787
H -0.0393 -0.5053 1.6688

No. 3
Here is a molecular structure, C30H44N4OP2PtSi in a non-equilibrium geometry from the OMol25 dataset. Energies are from the ωB97M-V functional and the def2-TZVPD basis.

## Properties
Relative energy (zero: lowest compared OMol25 entry of this formula, charge and spin): 0.531 eV
Orbital gap (alpha / beta): 4.8065 / 3.8047 eV
HOMO (alpha / beta): -10.309 / -13.036 eV
Net charge: +2
Expectation value of S²: 6.042
2S+1: 5

Element x y z (Å)
Pt 0.2692 -0.0911 2.3972
C -2.0930 1.8920 -5.8486
C -2.1649 0.6685 -5.3164
C -1.3744 -0.5355 -5.7348
C 0.0141 -0.2856 -6.3635
C 0.9343 0.5801 -5.5492
C 1.0097 1.9138 -5.5758
C 0.2197 2.8403 -6.4618
C -1.1694 2.3602 -6.9372
C 1.8305 0.8606 3.4399
H -2.7929 2.6715 -5.5169
H -2.9176 0.4610 -4.5434
H -1.9570 -1.1471 -6.4458
H -1.2468 -1.1703 -4.8445
H 0.5001 -1.2712 -6.4329
H -0.1029 0.0818 -7.3881
H 1.6202 0.0067 -4.9123
H 1.7565 2.4305 -4.9594
H 0.8045 3.1046 -7.3599
H 0.0940 3.7858 -5.9127
H -1.6537 3.2384 -7.3939
H -1.0521 1.6179 -7.7335
H 1.4403 1.7361 3.9940
H 2.6347 1.1911 2.7634
H 2.2415 0.1307 4.1559
P 1.6404 -0.4441 0.6725
P -1.2676 -0.7177 0.8729
N 2.6030 0.8527 0.1360
N 2.7871 -1.7126 1.0863
N -1.9911 0.5644 -0.0531
N -2.6737 -1.5213 1.3493
C 0.8519 -1.0927 -0.8289
C -0.4859 -1.7388 -0.4467
C 2.4399 2.1916 0.5461
C 3.3743 2.9767 -0.1190
C 4.1362 2.1019 -0.9760
C 3.6459 0.8144 -0.8052
C 3.6564 -1.6559 2.1910
C 4.3275 -2.8665 2.3060
C 3.8743 -3.7090 1.2366
C 2.9347 -2.9838 0.5131
C -2.2103 1.8761 0.3880
C -2.7055 2.6208 -0.6689
C -2.8076 1.7557 -1.8027
C -2.4061 0.4935 -1.3858
C -3.7072 -1.8768 0.4667
C -4.5174 -2.8008 1.0996
C -3.9714 -3.0341 2.4040
C -2.8500 -2.2409 2.5423
H 1.5065 -1.7965 -1.3586
H 0.7200 -0.2206 -1.4918
H -1.1363 -1.8415 -1.3288
H -0.3605 -2.7405 0.0085
H 1.7001 2.4612 1.2841
H 3.4979 4.0449 -0.0118
H 4.9470 2.4011 -1.6292
H 3.9349 -0.1251 -1.2541
H 3.6913 -0.7815 2.8190
H 5.0598 -3.1249 3.0612
H 4.2006 -4.7211 1.0230
H 2.3293 -3.2700 -0.3357
H -1.9727 2.1459 1.4093
H -2.9741 3.6695 -0.6489
H -3.1156 2.0133 -2.8054
H -2.3729 -0.4358 -1.9328
H -3.7831 -1.4230 -0.5063
H -5.3896 -3.2616 0.6680
H -4.3566 -3.7251 3.1370
H -2.1742 -2.0604 3.3681
C 1.0823 -0.9210 6.4116
Si -0.5755 -0.2115 5.6975
C -1.8729 -1.0532 6.7838
C -0.3079 1.5221 6.4901
O -0.9303 -0.2447 4.1132
H 1.0794 -0.9203 7.5148
H 1.9581 -0.3248 6.1190
H 1.2437 -1.9638 6.1112
H -1.6048 -0.8710 7.8546
H -2.8730 -0.6260 6.6025
H -1.9044 -2.1433 6.6167
H 0.6632 1.9470 6.1938
H -1.1090 2.2050 6.1834
H -0.3230 1.4740 7.5896

No. 4
Here is a molecular structure, C4H9NO2 from the OMol25 dataset. Energies are from the ωB97M-V functional and the def2-TZVPD basis.

## Properties
Relative energy (zero: lowest compared OMol25 entry of this formula, charge and spin): 5.144 eV
Orbital gap: 8.4207 eV
HOMO: -8.664 eV
Net charge: 0

Element x y z (Å)
C -2.5013 0.7203 0.7249
C -1.2179 -0.0317 0.6550
N -0.0166 0.5571 0.4575
C 0.5557 -0.7605 -0.1297
O 0.9888 -1.5633 0.6880
O 1.1973 -0.4361 -1.3167
C 2.5756 -0.1767 -1.0255
H -2.6510 1.4421 -0.0808
H -3.3660 0.0600 0.8147
H -2.4136 1.2826 1.6682
H -1.1542 -0.9303 1.2659
H -0.7213 -1.1078 -0.5725
H -0.0538 1.2663 -0.2730
H 3.0501 0.1038 -1.9670
H 2.6797 0.6438 -0.3025
H 3.0486 -1.0698 -0.6064

No. 5
Here is a molecular structure, C18H28N5O10P2RbS3 from the OMol25 dataset. Energies are from the ωB97M-V functional and the def2-TZVPD basis.

## Properties
Relative energy (zero: lowest compared OMol25 entry of this formula, charge and spin): 2.044 eV
Orbital gap: 7.1248 eV
HOMO: -3.346 eV
Net charge: -2

Element x y z (Å)
Rb -1.0431 0.3941 0.5713
N 3.0441 -1.1804 3.5923
C 2.3057 -2.2167 4.1242
C 2.5766 -3.1484 5.1203
C 1.5873 -4.0824 5.3750
C 0.3823 -4.0865 4.6583
C 0.1138 -3.1550 3.6709
C 1.0939 -2.1981 3.4139
N 1.1001 -1.1543 2.4969
C 2.2584 -0.5849 2.6341
C 2.7054 0.5497 1.8319
C 3.9675 1.0539 1.7400
S 3.9748 2.3664 0.6359
C 2.2860 2.1476 0.3726
N 1.7694 1.1793 1.0528
H 3.9094 -0.8167 3.9447
H 3.5126 -3.1505 5.6672
H 1.7512 -4.8321 6.1409
H -0.3556 -4.8492 4.8760
H -0.7981 -3.1670 3.0904
H 4.8616 0.7086 2.2344
H 1.6805 2.7686 -0.2845
O -3.5101 -3.6067 0.1427
P -2.0968 -2.8879 0.4516
O -1.0721 -3.9084 0.7724
O -1.8179 -1.8075 -0.5533
O -2.4547 -2.0812 1.8539
P -3.7191 -1.0977 2.1176
O -3.9669 -1.3478 3.7079
O -4.8939 -1.6512 1.3658
O -3.2561 0.3053 1.9654
H -4.2133 -2.9609 0.4133
H -4.4173 -2.1927 3.8136
O 0.4941 1.9541 4.6627
S -0.1057 2.4730 3.4422
N 0.2678 3.8735 3.0834
C -1.9921 4.2994 -1.5972
C -0.9484 3.8791 -0.5580
N -0.8479 4.5516 0.5677
O -0.2269 2.8938 -0.8802
H -2.4665 5.2559 -1.3750
H -2.7647 3.5274 -1.6389
H -1.5274 4.3537 -2.5848
H -1.5308 5.2998 0.5852
H -0.1500 4.1016 2.1251
C -2.0159 -2.3125 -3.7566
C -1.1278 -1.3278 -4.5089
C 0.2269 -1.0750 -3.8369
S 0.2576 0.2903 -2.6308
O 1.6746 0.3496 -2.1707
C 0.0316 1.6727 -3.8267
C 1.2894 2.5189 -3.9643
C 2.3732 1.8664 -4.8150
H -2.9890 -2.4079 -4.2451
H -2.1590 -2.0220 -2.7138
H -1.5533 -3.3035 -3.7355
H -1.6572 -0.3795 -4.6511
H -0.9335 -1.7002 -5.5203
H 1.0093 -0.8462 -4.5644
H 0.5453 -1.9400 -3.2511
H -0.7773 2.2690 -3.4068
H -0.2775 1.2664 -4.7929
H 1.6693 2.7300 -2.9638
H 0.9952 3.4799 -4.3973
H 2.7139 0.9445 -4.3437
H 3.2385 2.5248 -4.9297
H 1.9986 1.6299 -5.8172

No. 6
Here is a molecular structure, C27H20CrNO4 in a non-equilibrium geometry from the OMol25 dataset. Energies are from the ωB97M-V functional and the def2-TZVPD basis.

## Properties
Relative energy (zero: lowest compared OMol25 entry of this formula, charge and spin): 0.000 eV
Orbital gap (alpha / beta): 5.7709 / 5.8886 eV
HOMO (alpha / beta): -12.386 / -13.975 eV
Net charge: +2
Expectation value of S²: 3.817
2S+1: 4

Element x y z (Å)
O -4.2502 -4.3638 2.7474
C -4.1139 -3.3578 2.1920
Cr -3.7787 -1.5727 1.6308
C -2.1961 -1.7658 2.6734
O -1.3575 -2.0045 3.4597
C -4.6088 -1.1861 3.2984
O -5.0050 -1.1350 4.3897
C -5.2771 -1.1523 0.1433
C -4.3379 -2.0748 -0.3574
C -2.9645 -1.7774 -0.2965
C -2.5110 -0.5056 0.1251
C -1.1019 -0.2155 0.1720
C 0.1041 -0.1465 0.2659
C 1.5667 0.1013 0.2076
C 2.2942 -1.1877 0.7625
C 3.5911 -1.0657 1.2858
C 4.4090 -2.1892 1.4568
C 3.9158 -3.4629 1.1334
C 2.5979 -3.6123 0.7131
C 1.7728 -2.4743 0.5613
C -3.4460 0.3272 0.7658
C -4.8231 0.0526 0.7122
H -6.3439 -1.3987 0.1501
H -4.6734 -3.0458 -0.7404
H -2.2310 -2.5463 -0.5466
H 1.8186 0.9663 0.8374
H 3.9766 -0.0592 1.5078
H 5.4317 -2.0568 1.8192
H 4.5796 -4.3251 1.2012
H 2.2035 -4.5976 0.4681
H 0.7497 -2.5960 0.2272
H -3.0816 1.1885 1.3269
H -5.5358 0.7556 1.1630
C 2.8205 4.7655 0.3010
O 2.5832 3.3975 -0.1146
C 1.7965 3.1900 -1.1908
C 1.1000 4.2145 -1.8777
C 0.3438 3.9063 -3.0139
C 0.3179 2.5868 -3.5377
C 1.0448 1.6052 -2.8371
C 1.6909 1.8627 -1.6400
C 2.1736 0.5345 -1.0226
C 1.9343 -0.3760 -2.2098
N 1.2145 0.2396 -3.1468
H 3.5736 4.6885 1.0661
H 3.1791 5.3722 -0.5211
H 1.9126 5.2002 0.7060
H 1.1435 5.2268 -1.5079
H -0.2388 4.7176 -3.4896
H -0.2809 2.3498 -4.4383
H 3.2295 0.6191 -0.7285
H 2.2427 -1.3962 -2.2583
H 0.8449 -0.2208 -3.9945

No. 7
Here is CHCl2F2NS in the gas phase in a non-equilibrium geometry from the OMol25 dataset. Energies are from the ωB97M-V functional and the def2-TZVPD basis.

## Properties
Relative energy (zero: lowest compared OMol25 entry of this formula, charge and spin): 0.980 eV
Orbital gap: 9.0143 eV
HOMO: -10.144 eV
Net charge: 0

Element x y z (Å)
C -0.0607 0.3496 -1.1444
N 0.2065 -0.5794 -0.2324
F 1.3197 -0.6505 2.1948
F -0.7538 -1.6554 1.9688
S -0.0958 -0.2575 1.5304
Cl -1.7176 1.1460 -0.9893
Cl 1.1261 1.7451 -1.1889
H -0.0244 -0.0979 -2.1391

No. 8
Here is C5H7NS in the gas phase in a non-equilibrium geometry from the OMol25 dataset. Energies are from the ωB97M-V functional and the def2-TZVPD basis.

## Properties
Relative energy (zero: lowest compared OMol25 entry of this formula, charge and spin): 2.411 eV
Orbital gap: 7.7915 eV
HOMO: -8.242 eV
Net charge: 0

Element x y z (Å)
C -1.8236 1.3971 0.7545
C -1.4202 1.2860 -0.5328
C -0.0621 0.8710 -0.9479
N 0.8234 0.5114 -0.1052
C 2.0097 0.0995 0.0714
C 1.9586 -1.4555 -0.1364
S 3.3838 0.9686 0.4725
H -1.2821 1.2842 1.6265
H -2.8871 1.4773 0.9525
H -2.1335 1.3207 -1.4752
H 0.0215 0.8203 -2.0726
H 1.8132 -1.7095 -1.2094
H 1.1331 -1.7361 0.4393
H 2.9473 -1.7731 0.3662

No. 9
Here is 9 unconnected molecules or ions with the total composition C7H33NO8 in a non-equilibrium geometry from the OMol25 dataset. Energies are from the ωB97M-V functional and the def2-TZVPD basis.

## Properties
Relative energy (zero: lowest compared OMol25 entry of this formula, charge and spin): 2.035 eV
Orbital gap: 9.4798 eV
HOMO: -9.293 eV
Net charge: 0

Element x y z (Å)
N 40.9066 36.6721 -31.8992
H 40.3605 37.5447 -31.8668
H 40.3990 36.0146 -32.5149
H 40.9108 36.2442 -30.9721
H 41.8903 36.7742 -32.2158
O 43.3487 36.6680 -32.8747
H 44.2943 36.4991 -32.9296
C 39.1620 40.4033 -31.2837
O 39.2832 38.9902 -31.5020
H 38.2284 40.7712 -31.7079
H 39.2156 40.6125 -30.2135
H 40.0131 40.8798 -31.7600
H 38.5145 38.5724 -31.0999
C 43.6699 33.2557 -33.1869
O 42.8226 33.9901 -32.3194
H 44.7098 33.5973 -33.1320
H 43.6301 32.2137 -32.8677
H 43.3537 33.3260 -34.2327
H 43.0175 34.9438 -32.4576
C 40.5735 34.6518 -29.1713
O 39.6393 35.7144 -29.4433
H 40.1018 33.8989 -28.5344
H 40.9327 34.1912 -30.0888
H 41.4359 35.0391 -28.6220
H 39.6133 36.2675 -28.6583
C 44.5161 35.4318 -29.7572
O 43.7084 36.5317 -30.0910
H 45.2172 35.7103 -28.9671
H 43.9351 34.5835 -29.3761
H 45.0662 35.0572 -30.6246
H 43.6879 36.6512 -31.0639
C 39.7081 34.5907 -35.0300
O 39.3507 35.1991 -33.7831
H 39.1716 33.6550 -35.1818
H 39.5728 35.2962 -35.8478
H 40.7679 34.3395 -34.9715
H 38.4440 34.9900 -33.5482
C 43.9041 37.0911 -36.2282
O 43.1754 36.0838 -35.5717
H 44.1737 36.7223 -37.2183
H 43.2904 37.9921 -36.3640
H 44.8153 37.3733 -35.6904
H 43.1647 36.2232 -34.5995
C 42.2363 39.8850 -33.8142
O 42.5061 39.3239 -32.5435
H 42.2263 40.9703 -33.6796
H 43.0404 39.6782 -34.5263
H 41.2824 39.5604 -34.2405
H 42.8390 38.4135 -32.6851

No. 10
Here is a molecular structure, C20H21CaN7 from the OMol25 dataset. Energies are from the ωB97M-V functional and the def2-TZVPD basis.

## Properties
Orbital gap: 8.7767 eV
HOMO: -14.263 eV
Net charge: +2

Element x y z (Å)
Ca -0.0621 0.0068 -0.0928
C 1.0981 2.8942 0.9101
N -0.1396 2.3941 0.2875
C -1.4033 2.8285 0.9089
C -2.5042 1.9527 0.3716
N -2.2910 0.7939 -0.2286
C -3.5669 0.3130 -0.5728
C -3.9438 -0.8440 -1.2533
C -5.2923 -1.0489 -1.4572
C -6.2530 -0.1285 -1.0040
C -5.8914 1.0260 -0.3411
C -4.5289 1.2188 -0.1422
N -3.8092 2.2548 0.4524
C 2.2415 2.0747 0.3721
N 2.0818 0.9121 -0.2410
C 3.3783 0.5021 -0.6031
C 3.8065 -0.6294 -1.2963
C 5.1596 -0.7583 -1.5285
C 6.0751 0.2114 -1.0858
C 5.6621 1.3411 -0.4097
C 4.2949 1.4579 -0.1845
N 3.5293 2.4475 0.4324
H 1.0203 2.7747 1.9913
H 1.2745 3.9542 0.7204
H -0.1474 2.6966 -0.6841
H -1.6301 3.8794 0.7260
H -1.3233 2.7041 1.9890
H -3.2118 -1.5505 -1.6238
H -5.6223 -1.9329 -1.9874
H -7.3005 -0.3271 -1.1881
H -6.6291 1.7420 -0.0006
H -4.2032 3.0836 0.8683
H 3.1054 -1.3708 -1.6598
H 5.5297 -1.6165 -2.0745
H 7.1291 0.0706 -1.2872
H 6.3672 2.0924 -0.0777
H 3.8841 3.2901 0.8566
C 2.2194 -3.0694 0.8659
C 0.7330 -3.1548 0.8145
N -0.1203 -2.1429 0.6985
C -1.4005 -2.7056 0.7280
C -1.3016 -4.0470 0.8497
N 0.0496 -4.3068 0.9096
H 2.5382 -2.0299 0.8840
H 2.6771 -3.5569 0.0040
H 2.6014 -3.5543 1.7649
H -2.2947 -2.1032 0.6840
H -2.0484 -4.8198 0.9148
H 0.4626 -5.2195 1.0191

No. 11
Here is C19H28N4O in the gas phase from the OMol25 dataset. Energies are from the ωB97M-V functional and the def2-TZVPD basis.

## Properties
Relative energy (zero: lowest compared OMol25 entry of this formula, charge and spin): 2.055 eV
Orbital gap: 9.1125 eV
HOMO: -8.294 eV
Net charge: 0

Element x y z (Å)
C 0.5602 3.4927 -2.2727
C 1.8138 3.5046 -1.3869
C 3.0633 3.3813 -2.2660
N 1.8593 2.5227 -0.3099
C 1.2113 2.8766 0.9398
C -0.2315 2.3806 1.0755
N -0.2505 0.9463 0.8752
C -1.5505 0.3593 1.1409
C -1.4721 -1.1411 1.2229
C -0.3780 -1.7495 1.8285
C -0.3095 -3.1271 1.9164
C -1.3315 -3.9186 1.4220
C -2.4366 -3.3164 0.8307
N -3.5031 -4.0680 0.3276
C -3.7537 -5.3918 0.4849
C -4.9239 -5.6616 -0.1775
C -5.3166 -4.4247 -0.7146
N -4.4577 -3.4813 -0.4007
C -2.4950 -1.9293 0.7249
C 0.2140 0.6456 -0.4656
C 1.6678 1.1169 -0.6494
C 2.6038 0.2241 0.1845
C 4.0787 0.5919 0.0110
O 4.4098 1.8199 0.6044
H 0.4888 2.5653 -2.8362
H -0.3416 3.6158 -1.6782
H 0.6124 4.3165 -2.9810
H 1.8611 4.4819 -0.8904
H 3.1059 4.2185 -2.9582
H 3.0483 2.4633 -2.8482
H 3.9631 3.3914 -1.6569
H 1.7898 2.4298 1.7555
H 1.2401 3.9612 1.0625
H -0.8926 2.9013 0.3577
H -0.5881 2.6032 2.0847
H -2.3004 0.6524 0.3834
H -1.8924 0.7412 2.1099
H 0.4163 -1.1315 2.2148
H 0.5480 -3.5953 2.3763
H -1.2571 -4.9920 1.4939
H -3.1158 -6.0381 1.0509
H -5.4257 -6.6032 -0.2643
H -6.1801 -4.1959 -1.3070
H -3.3579 -1.4903 0.2490
H -0.4379 1.1204 -1.2209
H 0.1680 -0.4353 -0.6155
H 1.9340 0.9865 -1.7027
H 2.4598 -0.8115 -0.1267
H 2.3353 0.3022 1.2371
H 4.3257 0.6091 -1.0631
H 4.7110 -0.1600 0.4922
H 3.7104 2.4398 0.3353

No. 12
Here is a molecular structure, CH14O6 in a non-equilibrium geometry from the OMol25 dataset. Energies are from the ωB97M-V functional and the def2-TZVPD basis.

## Properties
Relative energy (zero: lowest compared OMol25 entry of this formula, charge and spin): 0.942 eV
Orbital gap: 10.9141 eV
HOMO: -10.450 eV
Net charge: 0

Element x y z (Å)
C -1.6365 -0.7592 -1.0488
O -0.4474 -1.2946 -1.6139
H -1.4975 -0.3782 -0.0354
H -2.4206 -1.5123 -1.0402
H -1.9514 0.0523 -1.7006
H 0.0328 -1.7853 -0.9004
H 0.2512 -0.6604 3.1330
H 0.2323 0.2571 1.8789
O 0.7330 -0.4805 2.3007
H -0.4070 1.5854 0.7406
H -0.7513 1.8626 2.1930
O -0.4891 1.1418 1.6186
H 0.0252 3.3158 -1.2847
H 0.7708 1.9975 -1.0090
O 0.3546 2.7720 -0.5905
H 0.7178 -1.7281 1.2379
H 1.5628 -2.8388 0.5624
O 0.6540 -2.5256 0.6168
H 2.1642 0.2626 -1.4101
H 0.6830 0.0199 -1.8237
O 1.4191 0.6959 -1.8245